(1)
{"formula": "C16H16B2Ba2Br8O16", "method": "the ωB97M-V functional and the def2-TZVPD basis", "symbols": ["Ba", "Ba", "O", "C", "O", "B", "O", "C", "O", "O", "C", "O", "C", "O", "O", "O", "C", "O", "B", "O", "C", "O", "O", "C", "O", "C", "O", "O", "Br", "C", "C", "Br", "H", "H", "H", "H", "Br", "C", "C", "Br", "H", "H", "H", "H", "Br", "C", "C", "Br", "H", "H", "H", "H", "Br", "C", "C", "Br", "H", "H", "H", "H"], "coordinates": [[-1.693148, -5.761971, -0.842129], [-4.067508, 3.746729, -0.649859], [-4.498908, 1.556809, 0.956171], [-4.914178, 0.313689, 1.008781], [-4.268518, -0.784191, 1.434011], [-5.105478, -1.975391, 1.190361], [-6.428668, -1.388841, 0.682611], [-6.377238, -0.095181, 0.487501], [-7.168738, 0.688079, -0.076079], [-5.309398, -2.679781, 2.503831], [-4.936148, -3.905911, 2.440711], [-5.107308, -4.750781, 3.329601], [-4.415668, -4.117101, 0.976081], [-4.333028, -2.947191, 0.416031], [-3.991298, -5.178401, 0.470211], [0.134392, -4.005981, 0.085411], [0.280972, -2.806061, -0.258139], [-0.712958, -1.956261, -0.076339], [-0.356068, -0.554751, -0.439579], [1.081832, -0.706561, -0.739389], [1.449422, -1.966431, -0.695149], [2.541882, -2.530821, -0.921589], [-1.050478, -0.003451, -1.630899], [-1.610278, 1.173419, -1.238889], [-2.173238, 2.106539, -1.955569], [-1.299598, 1.398109, 0.161571], [-0.491268, 0.485049, 0.651981], [-1.710258, 2.360279, 0.814511], [0.340012, -1.098101, 5.901121], [-0.121658, 0.455419, 4.629361], [-1.423078, 0.232629, 3.833811], [-2.942918, -0.126631, 5.130251], [0.810182, 0.634029, 4.092811], [-0.277758, 1.340269, 5.246431], [-1.263408, -0.553561, 3.095901], [-1.762358, 1.059819, 3.210311], [3.573352, 3.653619, -1.066609], [3.208272, 2.094659, 0.041341], [4.074832, 0.897109, -0.403379], [5.982992, 1.302299, -0.292349], [2.138102, 1.934189, 0.172061], [3.426452, 2.338569, 1.081061], [3.861552, 0.686479, -1.451349], [3.769262, 0.038799, 0.194981], [-0.896038, 5.307169, -1.253379], [-0.504958, 4.761819, -3.085329], [0.890322, 5.178119, -3.363429], [1.235792, 4.780589, -5.267129], [-1.157358, 5.262619, -3.800649], [-0.607248, 3.682829, -3.201149], [1.597882, 4.653299, -2.721539], [0.916432, 6.259739, -3.231059], [5.584452, -4.310651, -0.760049], [5.772392, -2.481751, -1.549639], [6.943402, -2.540701, -2.534749], [8.654242, -2.050221, -1.570289], [5.935902, -1.670911, -0.839779], [4.835882, -2.280921, -2.069939], [6.771152, -1.686621, -3.189719], [7.164782, -3.467671, -3.063709]], "forces_ev_per_angstrom": [[-0.23, 0.49, 0.90], [0.95, -1.02, 0.60], [-1.03, -5.16, -0.04], [0.78, 3.20, -0.05], [-0.68, 3.15, -1.25], [-1.14, 0.93, 2.29], [0.64, -1.00, -0.28], [-0.44, 2.19, -1.46], [2.77, -2.76, 2.13], [-0.31, 2.05, -1.16], [-1.58, -3.72, 2.51], [1.26, 2.05, -3.10], [1.29, -1.69, 0.41], [-0.66, -0.39, -1.28], [0.14, 1.72, 0.23], [0.34, 1.74, -1.86], [-2.36, -0.76, 2.22], [-0.94, -0.03, -0.25], [1.84, -0.13, 0.47], [0.42, -0.24, -0.29], [4.52, -2.71, -0.95], [-3.47, 2.60, 0.56], [-1.85, 2.42, 0.82], [-0.86, 1.63, -5.14], [1.64, -4.46, 2.83], [-0.06, 2.26, 4.37], [-0.85, -1.07, -1.56], [0.21, -1.17, -1.62], [-0.43, 1.31, -1.24], [-0.57, 0.00, 1.03], [0.41, -0.63, 0.41], [1.00, 0.14, -1.28], [-0.37, -0.35, -0.47], [0.14, -0.32, 0.38], [-0.51, -0.60, 0.51], [0.27, 0.46, 0.58], [-0.39, -0.18, 0.26], [0.75, -0.15, 0.94], [-1.10, 0.83, -0.29], [-0.60, -0.40, 0.18], [-0.11, -0.39, -1.09], [0.72, 0.39, -0.13], [0.16, -0.11, 0.08], [0.55, -0.06, 0.09], [-0.63, -0.17, 0.20], [-0.23, -0.65, -0.96], [0.38, 0.47, -0.39], [-0.01, 0.09, 0.80], [-0.31, 0.05, 0.46], [-0.26, 0.10, 0.38], [0.13, 0.18, -0.33], [0.61, -0.10, -0.17], [-0.08, 1.05, 0.09], [0.48, -1.17, -0.68], [0.46, 1.38, 0.92], [-0.91, -0.41, -0.54], [0.01, -0.55, 0.39], [0.06, -0.26, -0.01], [0.38, -0.24, -0.36], [-0.38, 0.20, 0.20]], "max_force_ev_per_a": 5.53, "e_homo_ev": -12.7, "gap_ev": 5.7, "e_above_lowest_kj_mol": 380.2, "charge": 2, "energy_ev": -612688.664}

(2)
{"formula": "C16H16ClN2O3PSe2Tc", "method": "the ωB97M-V functional and the def2-TZVPD basis", "symbols": ["Tc", "N", "C", "C", "O", "N", "C", "C", "O", "O", "H", "H", "H", "H", "H", "H", "Se", "P", "Se", "C", "C", "C", "C", "C", "C", "C", "C", "C", "C", "C", "C", "H", "H", "H", "H", "H", "H", "H", "H", "H", "H", "Cl"], "coordinates": [[0.553970, -0.582185, 0.322638], [0.119244, 1.161877, 1.501594], [-1.358496, 1.293135, 1.454202], [-1.794463, 1.061946, 0.014853], [-2.706634, 1.685065, -0.482541], [-1.022137, 0.127330, -0.632974], [-0.820204, 0.315961, -2.060422], [0.648688, 0.749233, -2.253156], [1.064453, 1.149169, -3.310429], [1.370721, 0.643257, -1.149963], [0.434082, 1.062037, 2.463829], [0.553662, 1.982746, 1.086876], [-1.697666, 2.277078, 1.771403], [-1.788182, 0.537984, 2.113642], [-1.487829, 1.085065, -2.445168], [-0.985197, -0.601974, -2.623670], [0.659720, -2.674997, -1.300190], [2.434275, -1.848537, -0.454632], [0.307090, -2.009094, 2.099006], [3.654291, -1.194105, -1.604573], [4.067259, -2.007006, -2.656860], [5.058877, -1.566300, -3.517054], [5.640509, -0.320781, -3.323112], [5.228364, 0.487921, -2.274514], [4.230071, 0.056992, -1.414959], [3.365371, -2.994296, 0.597346], [4.627627, -2.605122, 1.042288], [5.344780, -3.430349, 1.893282], [4.811065, -4.647755, 2.293388], [3.560416, -5.040951, 1.839949], [2.834408, -4.216310, 0.994212], [3.605980, -2.975383, -2.809295], [5.372289, -2.191846, -4.342128], [6.410393, 0.025425, -4.000253], [5.670225, 1.465592, -2.136143], [3.875797, 0.701895, -0.623261], [5.054755, -1.664000, 0.717735], [6.323278, -3.125141, 2.239760], [5.374344, -5.293593, 2.954140], [3.148013, -5.994785, 2.141353], [1.858828, -4.519110, 0.635601], [0.133666, -0.812587, 3.989601]], "forces_ev_per_angstrom": [[0.15, 0.04, 0.13], [0.05, 0.01, -0.01], [-0.01, -0.02, 0.01], [0.00, 0.08, 0.01], [0.00, -0.01, -0.01], [-0.02, -0.05, -0.12], [0.06, 0.03, -0.04], [-0.11, -0.04, -0.01], [0.04, 0.03, 0.00], [-0.08, 0.04, -0.01], [-0.02, 0.03, 0.01], [0.03, -0.04, -0.05], [-0.01, 0.00, 0.00], [0.01, -0.01, 0.00], [0.01, 0.00, 0.00], [0.00, 0.00, 0.02], [-0.09, -0.04, -0.08], [0.02, -0.05, 0.07], [0.01, -0.08, 0.08], [-0.03, 0.04, -0.01], [-0.01, -0.01, 0.01], [0.01, 0.02, 0.00], [0.00, -0.01, -0.01], [-0.01, 0.01, 0.01], [0.00, 0.00, 0.00], [0.03, 0.06, 0.01], [-0.01, 0.00, -0.01], [0.00, -0.03, 0.01], [0.02, 0.02, 0.00], [-0.03, 0.00, -0.02], [-0.01, -0.01, 0.01], [0.00, 0.00, 0.00], [0.00, 0.00, 0.00], [0.00, 0.00, 0.00], [0.00, 0.00, 0.00], [0.00, 0.00, 0.01], [0.00, 0.00, 0.01], [0.00, 0.00, 0.00], [0.00, 0.00, 0.00], [0.00, 0.00, 0.00], [0.00, -0.01, 0.00], [0.00, -0.01, -0.02]], "max_force_ev_per_a": 0.21, "e_homo_ev": [-8.6, -8.4], "gap_ev": [6.8, 6.9], "e_above_lowest_kj_mol": 0.0, "charge": 0, "multiplicity": 2, "energy_ev": -180679.237}

(3)
{"formula": "C16H16CoF5N4SSbSe", "method": "the ωB97M-V functional and the def2-TZVPD basis", "symbols": ["Co", "N", "C", "S", "N", "N", "C", "C", "C", "C", "C", "C", "N", "H", "H", "H", "H", "H", "H", "H", "F", "C", "C", "F", "C", "F", "C", "Se", "C", "F", "C", "F", "C", "Sb", "C", "C", "H", "H", "H", "H", "H", "H", "H", "H", "H"], "coordinates": [[-0.717926, -0.423707, -0.511826], [-4.127500, 0.519320, 1.904541], [-2.934732, 0.288625, 1.326921], [-2.885210, -0.800890, -0.022297], [-1.904629, 0.908351, 1.883878], [-0.784495, 0.634176, 1.168916], [0.343926, 1.061269, 1.591759], [1.485084, 0.748495, 0.730191], [2.765478, 1.229677, 0.957102], [3.773287, 0.894060, 0.070803], [3.478673, 0.092488, -1.022400], [2.178416, -0.340009, -1.187960], [1.205576, -0.032598, -0.328399], [-4.956046, 0.085786, 1.544027], [-4.180780, 1.169918, 2.667789], [0.437615, 1.622487, 2.515115], [2.951723, 1.866435, 1.811963], [4.778434, 1.265709, 0.223369], [4.234896, -0.185077, -1.742672], [1.884373, -0.940398, -2.039151], [0.189600, 5.796880, 1.254881], [-0.085840, 4.781020, 0.430653], [-1.364263, 4.268484, 0.358113], [-2.327095, 4.797747, 1.118512], [-1.633604, 3.209655, -0.490266], [-2.887151, 2.749119, -0.480980], [-0.658037, 2.621763, -1.285406], [-1.048409, 1.069873, -2.347027], [0.606724, 3.184952, -1.205580], [1.627043, 2.721922, -1.943855], [0.905111, 4.238366, -0.358847], [2.149473, 4.731798, -0.293208], [-1.857303, -4.198607, 0.275713], [-0.302025, -3.057965, -0.599098], [-0.017684, -4.257258, -2.329973], [1.288321, -3.844372, 0.581154], [-1.567038, -5.248737, 0.307532], [-2.771492, -4.078241, -0.303434], [-2.042198, -3.825004, 1.281397], [-0.044687, -5.306750, -2.037781], [0.943186, -4.029539, -2.790908], [-0.808780, -4.053791, -3.050072], [1.202739, -4.930383, 0.624593], [1.223383, -3.433241, 1.588575], [2.253862, -3.571801, 0.153658]], "forces_ev_per_angstrom": [[-0.05, -0.38, 0.89], [0.03, -0.17, -0.07], [-0.24, 0.15, 0.31], [-0.05, 0.19, -0.05], [0.23, -0.33, -0.67], [-0.26, -0.26, 0.18], [0.48, 0.09, -0.20], [-0.22, 0.07, 0.35], [0.23, 0.00, -0.01], [0.01, 0.10, 0.11], [-0.04, -0.07, -0.01], [0.02, 0.02, 0.04], [-0.07, 0.17, -0.41], [-0.01, 0.06, -0.03], [-0.01, 0.01, 0.01], [0.01, 0.08, -0.06], [0.01, -0.01, -0.03], [-0.02, -0.01, 0.00], [-0.02, 0.02, 0.00], [-0.02, 0.03, -0.02], [-0.01, -0.03, -0.03], [0.08, 0.18, 0.13], [-0.12, -0.02, 0.01], [-0.01, -0.03, -0.01], [-0.12, 0.07, 0.17], [0.02, -0.05, -0.11], [-0.01, -0.18, -0.19], [0.05, 0.48, -0.27], [0.18, 0.08, -0.03], [-0.07, -0.15, -0.01], [0.07, 0.01, -0.02], [-0.03, -0.04, -0.02], [-0.08, -0.03, 0.03], [-0.10, 0.04, 0.16], [0.07, 0.00, -0.12], [0.11, 0.01, 0.00], [-0.03, 0.02, 0.01], [0.01, -0.02, 0.01], [-0.01, -0.03, 0.00], [0.01, 0.02, -0.04], [-0.03, -0.03, 0.00], [0.01, -0.03, 0.01], [0.03, 0.03, 0.01], [0.01, -0.03, -0.02], [-0.03, -0.01, 0.02]], "max_force_ev_per_a": 0.97, "e_homo_ev": [-7.3, -7.3], "gap_ev": [6.7, 6.7], "e_above_lowest_kj_mol": 0.0, "charge": 0, "multiplicity": 2, "energy_ev": -156744.666}

(4)
{"formula": "C16H16LuN2O4SbSe4", "method": "the ωB97M-V functional and the def2-TZVPD basis", "symbols": ["Lu", "O", "C", "O", "C", "C", "C", "C", "C", "N", "C", "O", "O", "H", "H", "H", "H", "Se", "Sb", "Se", "Se", "Se", "C", "N", "C", "C", "C", "C", "C", "C", "C", "C", "H", "H", "H", "H", "H", "H", "H", "H", "H", "H", "H", "H"], "coordinates": [[0.098717, 0.913334, -1.183098], [1.610185, -1.758411, -3.938581], [1.188370, -1.351260, -2.741746], [1.722083, -0.360648, -2.137961], [-0.013449, -2.070244, -2.233832], [-0.402962, -3.388762, -2.459924], [-1.545903, -3.819710, -1.766185], [-2.287581, -2.932514, -0.981574], [-1.837717, -1.647762, -0.891072], [-0.629551, -1.309368, -1.356534], [-2.446025, -0.561221, -0.077341], [-3.408369, -0.862545, 0.682562], [-1.840758, 0.587256, -0.214163], [2.051613, -0.956494, -4.498768], [-0.014389, -3.968867, -3.225702], [-1.747129, -4.892863, -1.632915], [-3.267234, -3.101269, -0.517673], [2.730712, 2.678404, -1.897854], [1.685140, 2.305041, -4.260766], [-0.760413, 1.727985, -3.728595], [1.974224, 4.463111, -5.360516], [2.774450, 0.549035, -5.598256], [0.728685, -0.969463, 1.608432], [-0.504096, -0.811624, 2.257290], [-1.139679, -1.908769, 3.015544], [-0.996965, 0.546740, 2.582031], [-0.081805, 1.658781, 2.239502], [0.606972, 2.333552, 3.247605], [1.403536, 3.462358, 2.971231], [1.448723, 3.899837, 1.695243], [0.731164, 3.333770, 0.709915], [0.104903, 2.154975, 0.944311], [1.021583, -2.008325, 1.551657], [1.593227, -0.332450, 1.969223], [0.702126, -0.679902, 0.531252], [-0.590976, -2.790878, 2.677652], [-2.191851, -1.853601, 2.896888], [-0.820316, -1.824601, 4.058520], [-1.065407, 0.467830, 3.683742], [-2.005113, 0.671500, 2.173376], [0.642350, 1.941168, 4.317186], [1.962676, 3.978578, 3.769020], [2.130206, 4.701491, 1.390980], [0.686045, 3.786803, -0.270105]], "forces_ev_per_angstrom": [[0.24, 2.29, 0.37], [-1.13, 0.20, 2.15], [2.77, 1.33, -2.36], [-1.83, -3.01, -0.95], [0.64, -0.57, 0.77], [-1.81, 1.31, 0.94], [0.41, -0.50, 1.04], [-0.73, -0.28, -0.65], [1.64, 0.35, 0.48], [-1.13, 0.14, -0.64], [-1.24, 1.43, 1.73], [1.62, 0.74, -1.56], [-1.88, -2.08, 0.02], [0.38, 0.23, 0.06], [1.21, -1.06, -0.99], [-0.21, 0.46, -0.82], [0.62, -0.46, -0.05], [-1.12, -0.82, -0.95], [0.66, 1.09, 1.10], [0.39, -0.24, 0.30], [-0.28, -0.26, -0.10], [-0.17, -0.40, 0.06], [1.36, 0.89, -0.70], [-1.36, -0.04, -0.22], [3.24, 1.36, -0.60], [0.21, -1.81, 1.11], [1.10, 1.53, 0.24], [0.43, -0.13, 1.91], [-0.10, -1.07, 1.80], [1.75, 2.86, -0.31], [-0.33, 0.02, -0.69], [-1.63, -2.38, -1.84], [0.17, -0.39, 0.28], [-0.76, -0.74, 0.15], [-0.11, -0.12, 0.25], [-0.91, -0.46, -0.20], [-1.00, -0.45, -0.18], [-0.48, 0.09, 0.56], [-0.32, 0.68, -0.04], [0.19, 0.11, -0.03], [-0.43, 0.49, -1.30], [-0.22, -0.47, -0.41], [-0.26, 0.18, 0.42], [0.45, -0.04, -0.11]], "max_force_ev_per_a": 3.87, "e_homo_ev": -1.3, "gap_ev": 4.9, "e_above_lowest_kj_mol": 0.0, "charge": -2, "energy_ev": -329570.469}